# 1
Density functional theory data (wB97M-V/def2-TZVPD) for a structure of composition C2H3BrINO3 in a non-equilibrium geometry.

Properties
**Energy**: -3229.9983 hartree
**Orbital gap**: 8.723 eV
**Highest occupied orbital energy**: -8.958 eV

Structure (ORCA input):
```
! wB97M-V def2-TZVPD RIJCOSX def2/J DEFGRID3
* xyz 0 1
C -0.97611 0.04138 -0.83144
C 1.09779 -0.18174 -0.19215
N 0.59842 -0.35530 1.11658
O 0.42590 -1.48159 1.52643
O 0.22116 0.65266 1.68311
O -1.30520 1.14053 -0.21774
Br 1.70803 -1.72540 -1.00125
I 1.97862 1.68200 -0.48073
H -0.77178 0.22705 -1.79186
H -1.23784 -0.94144 -0.50100
H -1.73898 0.94185 0.69006
*
```

---

# 2
Density functional theory data (wB97M-V/def2-TZVPD) for the ion C2H3BrN with charge +1 in a non-equilibrium geometry.

Properties
**Energy**: -2706.3392 hartree
**Orbital gap**: 9.770 eV
**Structure (SMILES)**: [NH3+]C#CBr
**Highest occupied orbital energy**: -14.301 eV

Structure (ORCA input):
```
! wB97M-V def2-TZVPD RIJCOSX def2/J DEFGRID3
* xyz 1 1
N 0.62606 -0.49956 0.74293
C -0.08639 0.08349 -0.34075
C -0.70675 0.94535 -1.22464
Br -2.04619 1.60539 -2.14425
H -0.03983 -1.26844 0.82285
H 0.68264 0.11886 1.54247
H 1.57047 -0.98509 0.60138
*
```

---

# 3
Density functional theory data (wB97M-V/def2-TZVPD) for a cluster of 2 separate species, C2H3BrN2 in total in a non-equilibrium geometry.

Properties
**Energy**: -2761.3651 hartree
**Orbital gap (alpha / beta)**: 9.070 / 7.490 eV
**<S²>**: 2.021
**Highest occupied orbital energy (alpha / beta)**: -8.369 / -10.469 eV

Structure (ORCA input):
```
! wB97M-V def2-TZVPD RIJCOSX def2/J DEFGRID3
* xyz 0 3
C 0.54357 0.04721 0.20312
C 0.15487 -0.15508 -1.16760
N 1.19741 0.71958 1.09802
N 0.27013 -0.29594 1.46160
Br -2.23788 0.22691 2.93562
H 0.96426 0.07479 -1.85698
H -0.66480 0.54713 -1.35791
H -0.22755 -1.16460 -1.31586
*
```

---

# 4
Density functional theory data (wB97M-V/def2-TZVPD) for a cluster of 2 separate species, C2H3BrN2O3 in total in a non-equilibrium geometry.

Properties
**Energy**: -2987.0133 hartree
**Orbital gap**: 8.429 eV
**Structure (SMILES)**: O=[N+]([O-])Br.CC#[N+][O-]
**Highest occupied orbital energy**: -9.661 eV

Structure (ORCA input):
```
! wB97M-V def2-TZVPD RIJCOSX def2/J DEFGRID3
* xyz 0 1
O 4.86280 -0.49462 -1.80556
N 5.27161 -0.98961 -0.82447
O 5.16930 -2.04196 -0.31379
Br 6.48748 0.26258 0.36981
C -0.26616 -0.88776 1.18693
C 1.09382 -0.59519 0.78080
N 1.93963 0.12860 0.43605
O 3.03166 0.63802 0.34363
H -0.67128 -0.32507 2.12962
H -0.20579 -1.95402 1.45752
H -1.03401 -0.53758 0.46149
*
```

---

# 5
Density functional theory data (wB97M-V/def2-TZVPD) for a cluster of 2 separate species, C2H3BrN2O3 in total in a non-equilibrium geometry.

Properties
**Energy**: -2987.0151 hartree
**Orbital gap (alpha / beta)**: 7.911 / 7.910 eV
**Structure (SMILES)**: O=[N+]([O-])Br.CC#[N+][O-]
**Highest occupied orbital energy (alpha / beta)**: -9.648 / -9.648 eV

Structure (ORCA input):
```
! wB97M-V def2-TZVPD RIJCOSX def2/J DEFGRID3
* xyz 0 1
O 5.47728 0.51692 -1.25994
N 5.02156 0.44554 -0.16851
O 5.14730 0.98268 0.86079
Br 3.65037 -1.29732 -0.06593
C -0.27625 0.40175 0.11467
C 1.06592 0.90525 0.07845
N 2.02920 1.41256 -0.28009
O 3.02807 1.98223 -0.56974
H -0.09301 -0.56228 -0.17930
H -0.66022 0.23048 1.09793
H -0.97860 1.00056 -0.50700
*
```

---

# 6
Density functional theory data (wB97M-V/def2-TZVPD) for the molecule C2H3BrN2S in a non-equilibrium geometry.

Properties
**Energy**: -3159.5751 hartree
**Orbital gap**: 7.983 eV
**Highest occupied orbital energy**: -8.774 eV

Structure (ORCA input):
```
! wB97M-V def2-TZVPD RIJCOSX def2/J DEFGRID3
* xyz 0 1
C -0.50311 1.83830 -0.03363
C 0.03644 -2.37069 0.07268
N -0.13418 0.69379 -0.03062
N -0.58370 3.01857 -0.14300
S 0.32263 -0.90413 -0.70583
Br 2.42362 -0.70559 -0.12777
H 0.64751 -2.67293 0.89742
H -0.99264 -2.45491 -0.22549
H -1.21656 3.55758 0.29625
*
```